No. 1
Density functional theory data (ωB97M-V/def2-TZVPD) for 2 unconnected molecules or ions with the total composition C7H13NO in a non-equilibrium geometry.

The calculation puts the HOMO energy at -8.4 eV. The electronic energy is -10997.9009 eV. The charge is 0. The lowest unoccupied orbital energy is -0.63 eV. The calculation puts the energy above the lowest of the compared OMol25 structures with the same formula, charge and spin at 950.58 kJ/mol.

Positions of all 22 atoms, in Å:
C -1.972 0.694 -0.277
C -0.533 0.482 -0.700
C -0.339 -0.915 -1.331
C -0.456 -0.827 1.044
C 0.328 0.385 0.584
C 1.648 -0.136 0.537
C 0.123 1.681 -0.055
H -2.446 -0.294 -0.580
H -2.325 1.696 -0.741
H -2.055 0.913 0.911
H -1.066 -1.171 -2.180
H 0.641 -1.052 -1.752
H 0.392 -2.430 0.056
H -1.403 -0.588 1.608
H 0.029 -1.416 1.863
H 1.702 -1.220 0.906
H 2.276 0.609 1.198
H 3.344 0.682 -0.218
H -0.603 2.435 0.520
H 1.053 2.154 -0.363
N -0.477 -1.749 -0.096
O 2.138 0.068 -0.932

Forces on atoms 1 to 2 (eV/Å):
C -1.40 0.65 0.97
C -0.08 1.11 -0.07



No. 2
Density functional theory data (ωB97M-V/def2-TZVPD) for 9 unconnected molecules or ions with the total composition C62H90F5IN3O17 in a non-equilibrium geometry.

The calculation puts the HOMO energy at -11.1 eV. The electronic energy is -126688.5467 eV. The charge is +1. The lowest unoccupied orbital energy is -3.24 eV. The calculation puts the energy above the lowest of the compared OMol25 structures with the same formula, charge and spin at 2247.32 kJ/mol.

Positions of all 178 atoms, in Å:
C 2.471 -3.141 -3.484
C 1.162 -2.684 -3.828
C -0.460 -2.506 -3.928
N -1.121 -1.413 -3.109
C -0.347 -0.119 -3.088
F 0.371 0.223 -4.373
F -1.152 1.137 -2.836
C 0.810 0.138 -1.970
C 0.354 0.776 -0.488
C 1.397 1.141 0.722
C 3.009 0.905 0.538
C 3.507 0.306 -0.926
C 5.157 0.092 -1.071
F 5.457 -1.111 -0.208
F 5.911 1.236 -0.509
F 5.474 -0.241 -2.479
C 2.430 -0.045 -2.131
C -1.434 -1.847 -1.660
C -0.209 -2.694 -0.899
C 0.337 -2.421 0.449
C -2.576 -3.004 -1.514
O -2.720 -3.211 -0.031
N -3.890 -2.824 -2.125
C -4.912 -3.874 -1.922
I -4.329 -5.919 -1.496
C -5.845 -3.383 -0.616
C -7.367 -3.978 -0.752
C -3.663 -2.364 -3.579
C -3.561 -3.712 -4.453
C -2.910 -3.693 -5.940
C -1.845 -4.714 -6.294
C -5.089 -1.539 -3.908
C -5.832 -1.963 -5.289
C -7.060 -0.944 -5.719
C -7.730 -0.120 -4.472
N -8.443 -1.106 -3.538
C -2.525 -1.199 -3.733
C -2.542 -0.476 -5.193
C -3.038 1.105 -5.235
C -1.864 2.075 -5.914
H 3.663 -3.178 -3.441
H -0.928 -3.578 -3.684
H -0.623 -2.398 -5.106
H -0.808 0.977 -0.305
H 0.912 1.600 1.712
H 3.715 1.207 1.421
H 2.874 -0.427 -3.142
H -1.799 -0.919 -1.008
H 0.209 -3.679 -1.430
H 1.470 -2.689 0.707
H -0.314 -1.943 1.298
H -2.058 -4.012 -1.890
H -3.275 -2.421 0.280
H -5.742 -3.972 -2.778
H -5.341 -3.750 0.398
H -5.811 -2.210 -0.605
H -7.347 -5.146 -0.824
H -7.819 -3.557 -1.760
H -8.013 -3.551 0.129
H -2.898 -4.492 -3.833
H -4.585 -4.313 -4.603
H -3.213 -2.972 -6.838
H -1.440 -5.492 -5.484
H -1.415 -4.841 -7.379
H -4.960 -0.371 -3.929
H -5.906 -1.672 -3.047
H -6.349 -3.022 -5.100
H -5.163 -2.091 -6.234
H -6.589 -0.160 -6.480
H -7.865 -1.557 -6.312
H -8.560 0.607 -4.923
H -6.957 0.550 -3.860
H -8.882 -0.514 -2.798
H -9.162 -1.596 -4.128
H -3.021 -0.403 -2.983
H -1.525 -0.557 -5.812
H -3.319 -0.980 -5.953
H -3.310 1.496 -4.166
H -4.002 1.268 -5.915
H -1.096 2.439 -5.086
H -2.432 3.019 -6.339
H -1.326 1.445 -6.771
O 0.212 0.669 3.932
C 0.707 -0.394 4.268
O 0.216 -1.192 5.262
C 1.101 -2.294 5.458
C 1.870 -2.420 4.169
C 1.955 -0.992 3.693
H 1.752 -2.072 6.310
H 0.523 -3.196 5.678
H 2.845 -2.898 4.294
H 1.293 -3.013 3.449
H 2.824 -0.475 4.111
H 1.955 -0.931 2.603
O -7.401 -4.608 2.524
C -6.590 -4.528 3.432
O -6.920 -4.408 4.751
C -5.730 -4.230 5.518
C -4.621 -4.790 4.666
C -5.101 -4.499 3.266
H -5.601 -3.162 5.719
H -5.821 -4.762 6.469
H -3.644 -4.355 4.892
H -4.552 -5.874 4.812
H -4.798 -3.503 2.931
H -4.768 -5.264 2.561
O 3.446 5.644 3.159
C 4.107 5.185 2.242
O 3.710 4.145 1.452
C 4.770 3.803 0.560
C 5.631 5.036 0.475
C 5.480 5.640 1.848
H 5.312 2.946 0.973
H 4.357 3.526 -0.415
H 6.668 4.819 0.204
H 5.222 5.723 -0.276
H 6.208 5.233 2.554
H 5.539 6.731 1.815
O -2.301 -6.701 4.657
C -1.490 -6.621 5.564
O -1.820 -6.501 6.884
C -0.630 -6.323 7.650
C 0.479 -6.883 6.798
C -0.001 -6.592 5.399
H -0.501 -5.255 7.852
H -0.721 -6.855 8.602
H 1.456 -6.449 7.025
H 0.548 -7.967 6.945
H 0.302 -5.596 5.063
H 0.332 -7.357 4.694
O 9.666 1.689 -7.280
C 8.972 1.134 -6.444
O 7.995 0.226 -6.735
C 7.316 -0.133 -5.532
C 8.280 0.189 -4.420
C 9.029 1.377 -4.966
H 6.393 0.452 -5.464
H 7.060 -1.196 -5.556
H 7.785 0.384 -3.465
H 8.974 -0.649 -4.277
H 8.521 2.318 -4.739
H 10.062 1.399 -4.610
O 4.400 0.591 7.660
C 4.234 1.473 6.833
O 3.577 1.304 5.649
C 3.668 2.507 4.887
C 3.947 3.594 5.892
C 4.755 2.874 6.941
H 4.477 2.398 4.157
H 2.729 2.677 4.352
H 4.460 4.458 5.460
H 3.005 3.945 6.330
H 5.823 2.877 6.706
H 4.577 3.286 7.937
O 7.270 8.655 2.882
C 6.370 9.442 2.642
O 5.684 9.492 1.463
C 4.783 10.598 1.491
C 4.563 10.894 2.952
C 5.886 10.517 3.568
H 5.244 11.439 0.962
H 3.852 10.328 0.985
H 4.271 11.930 3.142
H 3.774 10.242 3.347
H 6.595 11.349 3.551
H 5.761 10.135 4.584
O -2.369 2.014 -0.013
C -2.379 3.211 0.221
O -3.419 4.045 -0.076
C -3.046 5.387 0.233
C -1.930 5.268 1.239
C -1.249 3.987 0.827
H -2.723 5.881 -0.689
H -3.907 5.924 0.641
H -1.264 6.135 1.248
H -2.350 5.153 2.246
H -0.485 4.160 0.064
H -0.827 3.463 1.687

Forces on atoms 1 to 2 (eV/Å):
C -8.51 3.90 -2.80
C 8.04 -3.24 3.19